Record 1
# C29H53FO11S

A cluster of 7 separate species, C29H53FO11S in total in a non-equilibrium geometry (the ωB97M-V functional and the def2-TZVPD basis, OMol25).

Geometry as XYZ:
```
95
C29H53FO11S (the ωB97M-V functional and the def2-TZVPD basis)
C 2.66832 -2.71277 3.27058
C 3.42847 -3.36619 2.39561
C 3.05392 -3.88269 1.00449
C 3.43833 -2.90587 -0.10730
C 3.01190 -1.45464 0.09106
F 2.94126 -3.38167 -1.32724
C 3.96906 -5.12544 0.89160
O 4.90910 -5.31914 0.18996
O 3.42217 -6.04438 1.73980
C 2.02193 -6.05882 1.33465
C 1.70352 -4.60050 0.85281
C 0.49193 -4.02931 1.60450
C -0.84844 -4.43510 0.96037
C -1.51071 -3.27241 0.20919
S -2.47412 -2.21139 1.23832
O -3.24020 -1.35189 0.39528
O -1.64693 -1.59423 2.23682
O -3.43148 -3.24161 1.98187
H 2.78527 -2.87855 4.33605
H 1.91196 -1.99420 2.98164
H 4.45085 -3.58921 2.69258
H 4.52408 -2.93613 -0.20649
H 2.69716 -1.06789 -0.87795
H 2.24194 -1.32086 0.84542
H 3.87533 -0.87138 0.39922
H 2.00020 -6.74057 0.48438
H 1.46246 -6.40358 2.19803
H 1.40537 -4.70389 -0.19036
H 0.56522 -2.94782 1.69556
H 0.51582 -4.40168 2.62997
H -1.53443 -4.82092 1.71069
H -0.67420 -5.21532 0.21744
H -0.78824 -2.62798 -0.29058
H -2.21562 -3.66544 -0.52492
H -3.46964 -2.97777 2.91364
C -2.40555 1.49485 -3.73054
C -2.56437 0.00388 -3.59289
O -1.85464 -0.78500 -4.17452
C -3.66840 -0.44927 -2.66790
H -1.58251 1.71083 -4.41008
H -3.31679 1.94264 -4.12412
H -2.19173 1.93499 -2.75589
H -4.63241 -0.08421 -3.02742
H -3.49546 -0.06432 -1.66343
H -3.68975 -1.53607 -2.62784
C -2.59776 5.73450 -4.50221
C -3.68156 5.04394 -3.71289
O -4.01621 3.90578 -3.95383
C -4.32442 5.82604 -2.59606
H -2.21754 5.06207 -5.26767
H -2.99515 6.63295 -4.97710
H -1.78116 6.02523 -3.83924
H -4.79551 6.73084 -2.98360
H -3.56897 6.10202 -1.85802
H -5.07829 5.20873 -2.11344
C 4.93093 -7.11766 -4.53873
C 3.80162 -7.15579 -3.53614
O 3.27040 -8.19558 -3.22100
C 3.37491 -5.83500 -2.94989
H 5.14480 -8.12604 -4.88511
H 4.65436 -6.49433 -5.39075
H 5.82556 -6.69703 -4.07679
H 3.03224 -5.16106 -3.73673
H 4.20738 -5.36575 -2.42545
H 2.56268 -6.00160 -2.24574
C 5.46508 0.95612 3.58587
C 4.10648 1.30633 3.02896
O 3.44650 0.49714 2.41931
C 3.61410 2.71211 3.27022
H 5.70067 -0.07830 3.34645
H 6.22663 1.60887 3.15601
H 5.47029 1.08491 4.66946
H 4.30453 3.43226 2.82816
H 3.54925 2.90789 4.34177
H 2.63102 2.83590 2.82248
C -3.48097 2.71812 -0.20230
C -3.88679 3.72114 0.84712
O -3.60015 4.89390 0.74939
C -4.66884 3.19221 2.02332
H -2.92930 3.22326 -0.99181
H -2.85442 1.94075 0.24017
H -4.36494 2.24348 -0.63216
H -4.08435 2.43545 2.54911
H -5.59716 2.73393 1.67869
H -4.90148 4.00711 2.70507
C -1.69884 6.96572 2.25954
C -1.72141 8.43575 2.59355
O -0.78453 8.98982 3.11939
C -2.98315 9.18634 2.23463
H -0.74451 6.54106 2.56444
H -2.50645 6.44793 2.77704
H -1.83365 6.81759 1.18824
H -3.83822 8.75083 2.75406
H -3.16343 9.12278 1.16029
H -2.88025 10.23018 2.52185
```

For the frontier orbital gap, the calculation gives 0.344 Eh. As for the energy above the lowest of the compared OMol25 structures with the same formula, charge and spin: 0.0 kJ/mol. Its total energy is -2462.41923 a.u. Its spin multiplicity is 1. The LUMO energy is 0.14 eV.

Record 2
# C29H54F2N2O10S3V

A structure of composition C29H54F2N2O10S3V in a non-equilibrium geometry (the ωB97M-V functional and the def2-TZVPD basis, OMol25).

Geometry as XYZ:
```
101
C29H54F2N2O10S3V (the ωB97M-V functional and the def2-TZVPD basis)
C 2.38311 -2.96485 -3.87955
C 2.43216 -1.52249 -3.34136
N 1.50571 -1.10328 -2.20331
C 1.74594 -1.93705 -0.91172
C 1.74781 0.37543 -1.81394
C 3.17498 0.67554 -1.20543
C 0.00071 -1.35076 -2.61331
C -0.49880 -0.65654 -3.90556
O -0.17174 0.73669 -3.99521
C -0.98458 1.53844 -3.15048
H 1.36044 -3.12190 -4.22498
H 2.71406 -3.66723 -3.11526
H 3.00114 -3.16234 -4.75487
H 2.38871 -0.80215 -4.15765
H 3.46748 -1.52236 -2.99855
H 2.82950 -2.03586 -0.86236
H 1.40621 -2.95574 -1.10023
H 1.18289 -1.46095 -0.11100
H 0.96063 0.73250 -1.15071
H 1.70870 0.93976 -2.74427
H 3.32790 1.75082 -1.10153
H 3.96257 0.35314 -1.88614
H 3.42465 0.38562 -0.18449
H -0.54311 -0.90965 -1.77606
H -0.29239 -2.39732 -2.52949
H -1.53743 -0.86898 -4.16507
H -0.02314 -1.09130 -4.78606
H -2.01434 1.46032 -3.50333
H -0.66529 2.58008 -3.12331
H -0.93604 1.24124 -2.10122
V -4.81666 0.48558 0.42847
N -1.41159 0.64459 0.65271
O -2.63098 0.60565 0.66414
O -0.83798 1.73061 0.50382
O -0.77184 -0.39769 0.87767
F 2.97705 -2.64843 2.16832
C 2.20750 -3.67790 2.58196
C 0.84566 -3.46055 2.68350
C -0.01717 -4.53514 2.91709
C 0.56879 -5.81323 3.18174
C 1.96118 -6.02019 3.11584
C 2.77693 -4.91258 2.80092
H 0.48841 -2.45712 2.49574
H -1.08739 -4.45731 3.04137
H -0.10593 -6.55742 3.57992
H 2.45168 -6.96504 3.29696
H 3.85076 -5.03146 2.78541
F 3.69900 3.41859 4.83140
C 3.17817 2.47406 4.06987
C 3.13340 1.17121 4.47060
C 2.59432 0.17771 3.65944
C 2.06786 0.45357 2.44015
C 2.11252 1.83308 2.00548
C 2.63913 2.86011 2.80144
H 3.59703 0.90636 5.41030
H 2.43643 -0.80057 4.09155
H 1.73187 -0.35691 1.81075
H 1.79837 2.07434 1.00001
H 2.67526 3.90593 2.53459
C -2.64247 4.15552 -0.99232
S -4.36674 3.50236 -1.37197
O -4.68481 2.42398 -0.28495
C -5.42287 4.93256 -0.93731
H -2.49107 5.23122 -1.07987
H -1.87533 3.64862 -1.57578
H -2.46021 3.89816 0.05156
H -5.34951 5.15277 0.12841
H -6.46962 4.65669 -1.05937
H -5.06279 5.79710 -1.49357
C -2.98934 0.58438 4.20804
S -4.15974 -0.77263 3.74513
O -4.40825 -0.57641 2.25588
C -2.96662 -2.09204 3.85641
H -3.53197 1.51867 4.06392
H -2.09383 0.58948 3.58770
H -2.78158 0.48139 5.27291
H -2.89413 -2.39677 4.90100
H -1.93750 -1.96271 3.52065
H -3.37729 -2.91645 3.27278
C -2.71299 -5.12451 -1.73588
S -1.18796 -5.01726 -0.72252
O -0.01213 -4.67505 -1.58624
C -1.68871 -3.46837 0.13511
H -3.00354 -4.13036 -2.08014
H -3.54196 -5.46031 -1.11348
H -2.57033 -5.66889 -2.66856
H -0.91284 -2.86660 0.60745
H -2.50750 -3.55894 0.84873
H -1.99984 -2.79194 -0.66319
C 0.52893 4.76624 0.40118
O 0.49774 5.47026 -0.83711
C 1.51174 5.19724 -1.66324
O 2.29932 4.25710 -1.64613
O 1.34638 6.00949 -2.73388
C 2.11815 5.85396 -3.91074
H -0.15488 5.29669 1.06503
H 1.46495 4.92769 0.93522
H 0.20396 3.72949 0.33651
H 1.94755 4.90131 -4.41134
H 3.17352 5.84516 -3.63390
H 1.99594 6.76300 -4.49685
```

For the frontier orbital gap (alpha / beta), the calculation gives 0.219 / 0.218 Eh. Its total energy is -4336.79876 a.u. Its spin multiplicity is 4. The LUMO energy (alpha / beta) is -6.61 / -6.62 eV. As for the total charge: +2. As for the expectation value of S²: 3.754.